1 | Below is a molecular structure, C24H27Br2IrN6O3, with properties calculated with ωB97M-V/def2-TZVPD.

Summary:
LUMO energy (alpha / beta), hartree: -0.3333 / -0.3683
Kohn-Sham gap (alpha / beta), eV: 7.899 / 7.480

```
! RIJCOSX wB97M-V def2-TZVPD def2/J DEFGRID3
* xyz 3 2
Ir 0.1143 0.0841 0.0335
Br 3.2553 -3.7330 -4.4028
C 2.3594 -2.6444 -3.2002
C 1.2840 -1.8621 -3.6088
C 0.6566 -1.0616 -2.6815
N 1.0438 -0.9968 -1.3976
C 2.0712 -1.7796 -0.9850
C 2.7470 -2.6014 -1.8631
C 2.3776 -1.6871 0.4564
C 3.4604 -2.2951 1.0606
C 3.6689 -2.1077 2.4244
Br 5.1111 -2.9092 3.2704
C 2.7873 -1.2965 3.1342
C 1.7308 -0.7229 2.4636
N 1.5095 -0.9264 1.1576
H 0.9397 -1.8736 -4.6333
H -0.1761 -0.4351 -2.9667
H 3.5653 -3.2184 -1.5228
H 4.1527 -2.8969 0.4906
H 2.9289 -1.1079 4.1889
H 1.0330 -0.0733 2.9709
O 1.5823 1.6076 0.1694
C 1.2809 3.0282 -0.0964
C 1.4195 3.3315 -1.5696
C 0.6959 2.3022 -2.4493
C -0.7579 2.1736 -2.0882
C -1.6725 3.0184 -2.7055
C -3.0012 3.0210 -2.3281
C -3.4003 2.1618 -1.3133
C -2.4615 1.3353 -0.7452
N -1.1622 1.3113 -1.1224
H 2.4322 1.3985 -0.2455
H 1.9593 3.6147 0.5194
H 0.2702 3.1688 0.2709
H 2.4730 3.3649 -1.8577
H 1.0241 4.3349 -1.7419
H 1.2032 1.3432 -2.3778
H 0.7710 2.6152 -3.4902
H -1.3203 3.6825 -3.4836
H -3.7102 3.6818 -2.8090
H -4.4244 2.1279 -0.9702
H -2.7359 0.6454 0.0384
N -2.7553 0.7800 3.9527
C -2.0993 1.9430 3.8943
C -0.7504 2.1003 2.4638
O -0.2164 3.1308 2.6999
O -0.7454 1.1834 1.6423
H -3.6640 0.6759 3.5271
H -2.4974 0.0808 4.6328
H -1.3910 2.1397 4.6896
H -2.6572 2.7986 3.5312
C -0.7661 -2.8086 2.0685
C -1.3865 -2.5288 0.7477
N -1.2639 -1.4480 -0.0288
C -2.0750 -1.6627 -1.1425
C -2.6782 -2.8643 -1.0262
N -2.2338 -3.3859 0.1614
H -0.5366 -1.8822 2.5848
H 0.1490 -3.3945 1.9673
H -1.4570 -3.3834 2.6847
H -2.1694 -0.9481 -1.9360
H -3.3784 -3.3769 -1.6623
H -2.5135 -4.2734 0.5536
*
```



2 | Below is a molecular structure, C24H27Br2IrN6O3, with properties calculated with ωB97M-V/def2-TZVPD.

Summary:
LUMO energy (alpha / beta), hartree: -0.3578 / -0.4435
Kohn-Sham gap (alpha / beta), eV: 8.208 / 5.846

```
! RIJCOSX wB97M-V def2-TZVPD def2/J DEFGRID3
* xyz 3 2
Ir -0.0694 -0.1966 0.3391
Br -2.5344 0.3408 6.5184
C -1.8189 0.1328 4.8265
C -0.5121 -0.3132 4.6501
C -0.0164 -0.4397 3.3715
N -0.7597 -0.1725 2.2817
C -2.0360 0.2618 2.4401
C -2.5812 0.4272 3.6952
C -2.7755 0.4930 1.1845
C -4.1042 0.8406 1.1195
C -4.7285 0.9225 -0.1286
Br -6.5095 1.3919 -0.2493
C -3.9889 0.6218 -1.2730
C -2.6604 0.3026 -1.1422
N -2.0450 0.2614 0.0609
H 0.1218 -0.5464 5.4946
H 1.0127 -0.7308 3.2176
H -3.5962 0.7785 3.8111
H -4.6754 1.0334 2.0156
H -4.4438 0.6438 -2.2534
H -2.0543 0.0732 -2.0051
O -0.1276 -3.3252 -1.7413
C 1.2984 -3.2701 -1.9939
C 1.5821 -2.4137 -3.2152
C 0.6320 -1.2441 -3.4844
C 0.7916 0.1522 -2.9015
C 1.3167 1.0704 -3.8163
C 1.2372 2.4346 -3.6362
C 0.5510 2.8925 -2.5216
C 0.1306 1.9609 -1.6065
N 0.3033 0.6183 -1.7230
H -0.5108 -4.0770 -2.2060
H 1.6510 -4.2860 -2.1676
H 1.7886 -2.8904 -1.1007
H 1.5021 -3.0673 -4.0857
H 2.6144 -2.0559 -3.2110
H -0.4089 -1.5640 -3.3926
H 0.7682 -1.0462 -4.5448
H 1.7538 0.6833 -4.7260
H 1.6445 3.1161 -4.3718
H 0.3515 3.9412 -2.3515
H -0.3860 2.3071 -0.7265
N -0.4623 -2.2562 0.6806
C 0.6980 -2.9151 1.3417
C 1.8528 -1.9111 1.4092
O 2.7147 -1.9160 2.2292
O 1.7398 -1.0328 0.4065
H -1.3046 -2.3831 1.2340
H -0.5976 -2.6740 -0.2666
H 1.0202 -3.7565 0.7286
H 0.4290 -3.2899 2.3259
C 3.1605 1.3067 -0.4348
C 2.2513 1.8139 0.6239
N 1.0024 1.4535 0.9775
C 0.5906 2.3135 1.9993
C 1.5898 3.1792 2.2577
N 2.6090 2.8414 1.3979
H 2.7505 0.4600 -0.9661
H 4.1033 0.9940 0.0167
H 3.3702 2.1159 -1.1369
H -0.3971 2.3014 2.4204
H 1.6619 3.9928 2.9584
H 3.5092 3.2995 1.3459
*
```



According to the calculations, the structures order from most to least stable as 1, 2.



1 | Below is a molecular structure, C25H47LaN8O3S2Se, with properties calculated with ωB97M-V/def2-TZVPD.

Summary:
LUMO energy (alpha / beta), hartree: -0.0039 / -0.0035
Kohn-Sham gap (alpha / beta), eV: 4.338 / 3.043

```
! RIJCOSX wB97M-V def2-TZVPD def2/J DEFGRID3
* xyz 0 1
La 1.1585 2.2156 0.1776
C 3.7000 2.9167 -2.8518
S 2.8014 4.3374 -2.2625
C 1.7900 4.8294 -3.5677
O 1.6090 3.7514 -1.3803
H 3.0101 2.1704 -3.2254
H 4.2805 2.5374 -2.0227
H 4.3763 3.2402 -3.6523
H 2.4192 5.2602 -4.3811
H 1.0987 5.5415 -3.1679
H 1.1933 3.9576 -3.8613
C -6.6197 -3.8310 1.0454
C -5.1613 -3.4492 1.3615
C -4.6134 -2.2617 0.5971
C -4.3487 -2.5727 -0.8856
N -3.1174 -3.2878 -1.1210
C -2.5450 -3.4467 -2.3314
S -3.2021 -2.8222 -3.7057
N -1.4123 -4.1793 -2.3566
C -0.9623 -5.0880 -1.2930
C -0.1493 -6.2324 -1.8157
C 1.2535 -5.9220 -2.3272
C 2.1877 -5.3076 -1.2816
H -6.9935 -4.5478 1.7768
H -6.7724 -4.3011 0.0377
H -7.2643 -2.9556 1.1764
H -4.5837 -4.3864 1.1251
H -5.0286 -3.3247 2.4542
H -3.7170 -1.8758 1.0909
H -5.3660 -1.4007 0.7050
H -4.3261 -1.6438 -1.5357
H -5.1868 -3.1456 -1.2550
H -2.7033 -3.8023 -0.3474
H -0.9282 -4.1006 -3.2205
H -1.8245 -5.4782 -0.7730
H -0.4057 -4.4971 -0.5324
H -0.7398 -6.7810 -2.5544
H 0.0127 -6.9267 -0.9734
H 1.1365 -5.2701 -3.1425
H 1.7597 -6.7693 -2.7282
H 1.8092 -4.3507 -0.8910
H 3.1720 -5.1141 -1.7870
H 2.2677 -6.0210 -0.4370
C 0.5333 0.4751 -3.2287
O 1.5428 -0.3265 -2.5320
C 1.8373 0.2307 -1.3311
C 2.8737 -0.5893 -0.6592
H 1.0085 1.4040 -3.5541
H -0.3649 0.7186 -2.6521
H 0.2540 -0.1870 -4.0691
H 3.2520 -1.3225 -1.3540
H 2.4553 -1.0467 0.2611
H 3.6827 0.0609 -0.3171
C 0.2691 -1.7550 2.8586
C 0.0453 -0.2567 2.6137
C -1.3304 0.2319 2.9948
O 0.8593 0.5124 2.0620
H -0.1247 -2.0500 3.8276
H 1.3666 -2.0993 2.8183
H -0.2809 -2.3840 2.1329
H -1.5914 -0.2914 3.9338
H -2.1597 0.0010 2.3106
H -1.2643 1.3486 3.1571
Se 0.1647 3.9827 2.5600
C -0.3937 5.4976 1.6072
C 0.4013 6.5656 1.2260
C -0.2148 7.6994 0.6705
N -1.5223 7.7726 0.4814
C -2.2442 6.7003 0.7592
C -1.7644 5.5001 1.2465
H 1.5151 6.5831 1.3490
H 0.4225 8.5666 0.3522
H -3.3206 6.7600 0.5859
H -2.4269 4.5714 1.3677
N 4.1394 2.8831 4.5873
C 5.2021 3.0697 3.7798
N 6.4193 3.1628 4.2903
N 5.1484 3.2088 2.5115
C 4.2301 2.6874 1.7867
N 3.4470 2.2079 1.0260
H 4.2725 2.5594 5.5397
H 3.2837 2.4970 4.1494
H 6.5273 3.2277 5.3183
H 7.1669 3.5729 3.7797
N -2.2911 0.8788 -0.7782
C -1.3969 1.5883 -0.4806
H -2.6934 -0.0822 -0.8685
*
```



2 | Below is a molecular structure, C25H47LaN8O3S2Se, with properties calculated with ωB97M-V/def2-TZVPD.

Summary:
LUMO energy (alpha / beta), hartree: -0.0023 / -0.0024
Kohn-Sham gap (alpha / beta), eV: 2.698 / 4.300

```
! RIJCOSX wB97M-V def2-TZVPD def2/J DEFGRID3
* xyz 0 1
La -0.3535 -0.4709 -2.2777
C -4.7752 -0.7601 -0.5929
S -3.8606 -1.2045 -2.0372
C -4.6180 -0.0213 -3.1607
O -2.5073 -0.6610 -1.6825
H -4.6861 0.3315 -0.3722
H -4.3930 -1.3519 0.2353
H -5.8503 -0.9971 -0.7645
H -5.6363 -0.3254 -3.3768
H -4.0911 0.0145 -4.1482
H -4.5945 0.9457 -2.5957
C 1.1715 3.0353 6.0101
C 0.2341 3.8240 5.0291
C -0.7658 2.9889 4.2017
C -0.3920 2.8667 2.7332
N 0.9832 2.3419 2.7349
C 1.1687 -0.4058 1.6611
S -0.0542 -1.3464 0.9153
N 1.8105 -0.6536 2.8185
C 1.9572 -1.8968 3.5777
C 2.0532 -1.7364 5.1031
C 3.3011 -1.0675 5.6112
C 4.6819 -1.6207 5.0618
H 1.7600 3.7495 6.6205
H 1.8220 2.2984 5.4845
H 0.5332 2.3919 6.6724
H 0.7947 4.4964 4.3743
H -0.3535 4.4483 5.6624
H -1.8245 3.3901 4.2859
H -0.8839 1.9855 4.6742
H -0.4681 3.8319 2.1947
H -1.0333 2.1469 2.1616
H 1.5690 2.6741 3.4732
H 2.2810 0.1547 3.1966
H 2.8834 -2.3872 3.2524
H 1.0905 -2.5601 3.3406
H 1.9101 -2.7288 5.5326
H 1.1721 -1.2455 5.5174
H 3.3394 -1.0929 6.7171
H 3.2672 0.0199 5.3803
H 4.6861 -2.6483 4.8342
H 5.4654 -1.4289 5.8134
H 4.9332 -1.0889 4.1038
C 2.9972 -1.5286 -1.1062
O 2.1156 -0.3992 -1.1659
C 2.4231 0.6272 -0.2845
C 3.4723 1.5792 -0.6607
H 3.9141 -1.3595 -1.6907
H 2.4493 -2.3522 -1.5581
H 3.2197 -1.7751 -0.0407
H 4.2342 1.0861 -1.2316
H 4.0391 2.0001 0.2021
H 3.1318 2.4380 -1.2623
C -2.0790 3.0961 -3.5592
C -0.9920 2.9720 -2.5352
C -0.4343 4.2483 -2.0579
O -0.5425 1.8339 -2.1529
H -1.8014 3.9258 -4.2709
H -3.0515 3.4627 -3.1132
H -2.1897 2.1511 -4.1483
H -0.5093 4.8778 -2.9427
H 0.5758 4.0344 -1.7336
H -1.0365 4.7529 -1.2672
Se 1.0023 0.1244 -4.9549
C -0.5005 -0.3145 -6.0241
C -0.6498 0.5734 -7.1673
C -1.6367 0.2808 -8.0444
N -2.4486 -0.7672 -7.9618
C -2.3367 -1.5575 -6.8968
C -1.4512 -1.3721 -5.8734
H -0.0390 1.4694 -7.2435
H -1.8224 0.9085 -8.8894
H -3.0382 -2.3506 -6.8326
H -1.4448 -2.0066 -4.9903
N -1.9168 -5.2383 0.2680
C -1.4317 -5.7283 -0.8893
N -1.9495 -6.8219 -1.4395
N -0.3419 -5.1339 -1.4531
C -0.4140 -3.9649 -1.9785
N -0.2939 -2.9349 -2.5677
H -2.8312 -5.4879 0.5526
H -1.5494 -4.3300 0.5161
H -2.6577 -7.3907 -0.9741
H -1.2987 -7.3433 -2.0301
N 1.7214 1.9897 1.5798
C 1.7312 0.7745 0.9662
H 1.9342 2.7146 0.9313
*
```



According to the calculations, the structures order from most to least stable as 2, 1.